2 unconnected molecules or ions with the total composition C3H11N4O, computed with ωB97M-V/def2-TZVPD.

The charge is +1. The calculation puts the LUMO energy (spin up / spin down) at -3.8 / -4.2 eV. The calculation puts the total energy at -414.720336 Ha.

```
19
Properties=species:S:1:pos:R:3:forces:R:3:lowdin_charge:R:1
C 1.298154 0.733238 0.707774 3.732 2.580 0.362 -0.227
C -1.920650 1.407623 -0.663495 -4.620 -1.322 -1.396 -0.056
C -2.140648 -2.039245 -1.560377 3.312 0.083 0.772 0.090
N 0.659434 -0.321038 0.505839 -1.489 -3.800 -0.236 0.141
N 2.497537 0.860906 1.304772 -0.320 -1.384 0.463 -0.018
N -1.564656 0.012963 -0.730718 2.177 0.189 1.603 -0.123
N 3.209296 -0.324012 1.771048 -0.332 2.389 -1.649 0.093
O -2.323210 -0.773277 -1.397477 -2.199 -0.587 -1.518 -0.041
H -3.070215 1.507140 -0.530623 1.591 -0.241 0.558 0.129
H -1.434559 1.828490 0.170466 0.698 0.782 0.539 0.062
H -1.907521 1.869481 -1.636447 1.191 0.664 -0.319 0.085
H 1.071181 1.687742 0.259534 -1.110 0.123 -0.025 0.149
H -1.122143 -2.446667 -1.272909 -1.422 0.513 0.076 0.116
H -2.656256 -2.585336 -2.307944 -1.141 0.193 -0.338 0.086
H -0.401290 -0.265581 -0.027148 0.471 -0.369 -0.151 0.067
H 3.012907 1.721383 1.192913 0.128 -0.202 0.235 0.149
H 3.065374 -0.915353 0.975027 0.652 -1.046 -0.243 0.068
H 2.661666 -0.676727 2.511690 -0.564 -0.577 1.285 0.074
H 1.065599 -1.281730 0.728075 -0.754 2.014 -0.020 0.155
```
Positions in Å, forces in eV/Å.

***

3 unconnected molecules or ions with the total composition C5H16N2S, computed with ωB97M-V/def2-TZVPD.

The charge is +1. As for the expectation value of S²: 0.757. The calculation puts the LUMO energy (spin up / spin down) at -5.6 / -8.2 eV. As for the spin multiplicity: 2. The calculation puts the total energy at -707.344132 Ha.

```
24
Properties=species:S:1:pos:R:3:forces:R:3:lowdin_charge:R:1
C -2.087182 -0.441358 -0.280553 0.629 0.140 2.148 -0.024
C -1.131024 -1.441458 -0.987691 -0.673 -0.178 -1.672 -0.417
C -1.150827 -1.120429 -2.481551 0.607 -0.512 -0.210 -0.049
N 0.219094 -1.381630 -0.491306 -2.846 1.003 -0.283 0.289
H -2.122558 -0.681621 0.790035 -0.080 -0.074 -0.121 0.059
H -1.695865 0.578203 -0.296872 -0.240 -0.026 -0.592 0.090
H -3.108919 -0.552110 -0.629387 0.173 0.093 -0.513 0.104
H -1.622513 -2.414067 -0.838096 0.525 -0.145 0.383 0.172
H -0.805841 -0.105137 -2.699116 -0.235 0.067 0.202 0.100
H -2.150202 -1.270239 -2.881916 0.017 0.123 -0.015 0.098
H -0.470269 -1.788465 -3.015640 -0.149 -0.088 -0.062 0.094
H -0.423327 -1.660326 2.100127 1.299 3.073 0.445 0.132
H 0.671363 -0.707822 -1.108927 1.166 -0.099 0.385 0.117
H 0.244006 -1.309619 0.549690 0.985 -0.340 -0.101 -0.016
C 1.974995 1.898070 1.111679 0.391 -0.492 0.119 -0.320
C 0.805468 1.544175 2.022813 -1.633 0.778 -1.708 -0.609
S 0.694186 -0.083706 2.655729 0.088 -4.084 1.155 0.704
N 1.972128 1.165413 -0.165662 -0.527 -0.288 0.630 0.001
H 2.872271 1.632013 1.681986 0.103 0.296 0.008 0.113
H 1.992457 2.966012 0.896951 -0.153 0.034 0.221 0.122
H -0.181097 1.628238 1.536949 0.258 0.955 -0.098 0.068
H 0.811257 2.189298 2.906971 -0.200 -0.153 -0.002 0.089
H 1.763004 0.214754 0.119963 0.516 -0.098 -0.009 -0.004
H 2.929396 1.141811 -0.496176 -0.021 0.013 -0.311 0.086
```
Positions in Å, forces in eV/Å.

***

A single C5H10O molecule, computed with ωB97M-V/def2-TZVPD.

As for the SMILES: C[C@H]1CCOC1. The calculation puts the LUMO energy at 1.1 eV. The calculation puts the total energy at -271.736145 Ha.

```
16
Properties=species:S:1:pos:R:3:forces:R:3:lowdin_charge:R:1
C 1.899505 0.144417 0.032025 0.058 -0.009 -0.005 -0.077
C 0.413008 0.460813 0.146691 -0.029 0.028 0.030 -0.361
C -0.429402 0.050222 -1.067386 0.011 -0.037 -0.034 -0.138
C -1.816764 -0.172733 -0.462874 -0.083 0.093 -0.298 -0.202
O -1.621683 -0.527303 0.899449 -0.089 -0.039 0.073 -0.132
C -0.273617 -0.311356 1.279709 0.275 0.031 0.128 -0.185
H 2.373175 0.705576 -0.780495 -0.088 -0.057 0.109 0.078
H 2.429902 0.388353 0.959915 -0.075 -0.018 -0.136 0.079
H 2.048986 -0.924575 -0.165577 -0.039 0.155 0.025 0.081
H 0.281376 1.537448 0.319770 -0.003 -0.145 -0.013 0.142
H -0.436830 0.810091 -1.855498 0.010 -0.129 0.113 0.117
H -0.038934 -0.879791 -1.499340 -0.050 0.097 0.098 0.117
H -2.368045 -0.978785 -0.960597 0.066 0.122 0.074 0.117
H -2.429339 0.739389 -0.515585 0.108 -0.109 0.017 0.117
H -0.255627 0.239061 2.228685 0.001 -0.094 -0.130 0.125
H 0.224294 -1.280822 1.441108 -0.074 0.112 -0.051 0.123
```
Positions in Å, forces in eV/Å.

***

4 unconnected molecules or ions with the total composition C12H34O3PS2, computed with ωB97M-V/def2-TZVPD.

The charge is +1. The calculation puts the LUMO energy at -4.5 eV. The calculation puts the total energy at -1840.743641 Ha.

```
52
Properties=species:S:1:pos:R:3:forces:R:3:lowdin_charge:R:1
S 0.210741 0.726792 -2.601984 0.097 -0.043 -0.047 0.700
C 2.048390 0.752643 -2.307936 -1.104 1.394 -0.482 -0.500
C 2.492722 2.254083 -2.243212 1.054 -0.433 -0.047 -0.358
C 3.869033 2.473865 -2.967718 -0.383 0.753 -0.047 -0.359
P 4.059865 4.329975 -3.155545 -1.501 -1.227 0.903 0.731
S 3.726110 5.266774 -1.285010 0.382 0.210 -0.177 0.492
H 0.061045 1.634235 -3.623954 0.492 -0.575 0.552 -0.121
H 2.540328 0.179038 -3.101879 0.032 0.136 0.419 0.072
H 2.173316 0.327066 -1.306731 0.044 -0.277 -0.486 0.076
H 2.616863 2.515521 -1.180830 -0.111 0.080 -0.411 0.093
H 1.746637 2.943244 -2.670638 0.104 -0.431 0.074 0.066
H 3.872526 2.055863 -3.988942 -0.069 0.185 0.274 0.098
H 4.713936 2.030100 -2.422090 -0.181 0.342 -0.089 0.104
H 5.303462 4.700618 -3.719979 -0.404 0.209 0.316 0.022
H 2.969355 4.721365 -3.985752 0.751 -0.048 0.071 0.028
H 2.354351 5.304241 -1.137285 0.735 -0.344 -0.783 -0.103
C -1.483179 -0.009526 1.964918 -0.150 0.148 0.101 -0.064
C -2.617922 -0.695512 1.220240 0.650 -0.139 -0.221 -0.480
C -2.231521 -2.104763 0.801877 -0.121 -0.047 0.154 -0.059
O -2.966633 0.067322 0.062687 -0.376 0.139 0.106 -0.063
H -0.596753 0.076402 1.325983 -0.004 -0.150 -0.035 0.074
H -1.768565 1.003189 2.252027 -0.021 -0.063 0.087 0.081
H -1.210300 -0.560481 2.865352 0.025 0.066 -0.002 0.068
H -3.503730 -0.730057 1.856629 -0.073 0.137 -0.141 0.142
H -1.374198 -2.086772 0.125333 0.023 0.001 0.051 0.069
H -3.048370 -2.582782 0.263904 0.000 -0.051 0.066 0.070
H -1.978919 -2.719951 1.667916 0.009 0.012 -0.017 0.085
H -2.192340 0.104819 -0.507716 0.054 -0.050 0.001 0.049
C 1.033766 0.528740 6.892162 -0.154 -0.036 0.169 -0.063
C 0.498575 0.045601 5.553359 0.539 0.385 0.015 -0.499
C 1.622739 -0.443100 4.652251 -0.070 -0.174 -0.168 -0.065
O -0.210521 1.103369 4.907557 -0.343 -0.241 -0.037 -0.062
H 1.720158 1.369337 6.753796 0.069 -0.078 -0.069 0.081
H 0.218616 0.882736 7.524597 -0.005 -0.069 -0.018 0.082
H 1.562489 -0.268042 7.418203 0.013 0.040 -0.002 0.082
H -0.217919 -0.761505 5.715417 -0.116 0.117 -0.086 0.140
H 2.328284 0.366523 4.441216 0.019 0.011 0.138 0.079
H 1.225516 -0.780044 3.692682 -0.026 -0.044 0.054 0.065
H 2.169064 -1.268235 5.112461 0.020 0.033 -0.021 0.082
H 0.407269 1.824057 4.758107 0.076 0.069 0.048 0.083
C -2.365012 -3.504073 -4.407827 0.060 -0.276 -0.050 -0.064
C -2.653207 -3.304539 -2.927960 0.145 0.540 -0.412 -0.483
C -3.523905 -2.077152 -2.702848 -0.084 -0.091 0.161 -0.054
O -1.418059 -3.172475 -2.215126 -0.130 -0.332 0.177 -0.069
H -1.821751 -2.645578 -4.814777 -0.102 0.076 0.042 0.077
H -1.735720 -4.382408 -4.560897 -0.065 -0.014 0.021 0.080
H -3.287402 -3.632643 -4.976724 0.031 0.026 -0.011 0.082
H -3.153322 -4.188821 -2.529412 0.159 0.000 0.115 0.142
H -3.017594 -1.173946 -3.059122 0.003 -0.047 -0.112 0.078
H -3.722582 -1.930726 -1.644139 -0.057 0.022 0.001 0.052
H -4.477732 -2.168869 -3.225605 0.040 0.029 -0.022 0.086
H -0.968001 -2.395513 -2.557035 0.023 0.120 -0.121 0.055
```
Positions in Å, forces in eV/Å.

***

15 unconnected molecules or ions with the total composition C30H60Br30, computed with ωB97M-V/def2-TZVPD.

The calculation puts the LUMO energy at 0.1 eV. The calculation puts the total energy at -78399.553165 Ha.

```
120
Properties=species:S:1:pos:R:3:forces:R:3:lowdin_charge:R:1
Br -0.098400 5.700334 -2.752220 -0.100 0.109 0.246 0.646
C 1.331269 4.443222 -2.253121 0.635 1.925 -0.595 -0.668
C 2.467030 5.233232 -1.565536 -0.850 0.350 0.021 -0.693
Br 3.914373 4.024632 -1.263607 0.631 -0.542 0.155 0.657
H 1.654134 4.199317 -3.251889 0.267 -0.758 -0.012 -0.022
H 0.866943 3.649738 -1.701094 0.105 -0.316 0.322 -0.035
H 2.187014 5.631224 -0.578862 -0.011 -0.198 -0.436 0.015
H 2.898550 6.051457 -2.173423 -0.619 -0.565 0.136 0.061
Br -1.475221 2.499904 -6.031793 -0.403 -0.430 -0.080 0.686
C -3.061079 1.570557 -5.310010 1.189 1.475 2.049 -0.619
C -3.685004 2.581589 -4.362021 1.217 0.113 0.658 -0.734
Br -4.946446 1.767256 -3.194177 -0.896 -0.562 0.414 0.720
H -2.766127 0.674094 -4.787923 0.430 -0.095 0.162 0.003
H -3.721962 1.321248 -6.049803 -1.376 -0.503 -2.226 0.032
H -4.202126 3.391561 -4.857525 0.156 0.122 -0.172 0.058
H -2.924449 2.950747 -3.645347 -0.349 0.059 -0.719 0.018
Br 5.410454 -3.368385 -1.876678 0.308 -0.304 -0.165 0.634
C 4.907771 -2.166687 -0.454299 1.674 1.151 -0.140 -0.731
C 5.195064 -2.757153 0.899610 -1.369 0.496 -0.051 -0.623
Br 4.212560 -1.721618 2.270605 0.357 -0.017 -0.270 0.619
H 3.931325 -1.864068 -0.741184 -0.929 0.228 0.389 0.013
H 5.619332 -1.289852 -0.494590 -1.080 -0.823 -0.543 0.018
H 6.243037 -2.596944 0.999986 0.712 -0.422 0.880 0.054
H 4.835458 -3.749052 1.105121 0.250 -0.431 -0.329 0.042
Br 2.836555 -1.237655 5.588501 -0.421 -0.006 -0.024 0.553
C 1.386488 -2.566454 5.814897 -0.164 0.661 0.087 -0.664
C 0.743093 -2.853950 4.483997 1.170 -2.080 -0.871 -0.672
Br -0.611626 -4.308963 4.709677 0.445 0.330 0.162 0.631
H 0.633193 -2.124584 6.503796 0.790 -0.455 -0.279 0.062
H 1.956539 -3.398063 6.220787 -0.576 -0.127 0.089 0.046
H 1.457803 -3.275022 3.696491 -0.950 0.760 1.214 0.069
H 0.152651 -2.078913 4.073318 -0.251 0.993 -0.249 -0.028
Br -1.719879 2.734344 -0.668381 -0.172 0.412 0.094 0.645
C -2.476546 4.509783 -0.145375 1.547 0.213 -1.426 -0.612
C -3.912792 4.496136 -0.491752 -0.980 -0.808 0.244 -0.733
Br -4.943390 6.001059 0.215875 0.392 -0.122 -0.015 0.618
H -1.831646 5.219218 -0.697484 -0.712 -0.320 0.068 -0.004
H -2.218886 4.624845 0.862913 -0.075 -0.081 1.608 0.020
H -4.377192 3.580852 -0.077716 0.132 0.673 -0.314 -0.033
H -4.050952 4.511819 -1.562450 -0.118 -0.005 -0.202 0.036
Br -0.728005 -0.903882 -3.455247 -0.578 0.018 0.179 0.708
C 0.541932 -0.338932 -4.811132 0.280 1.279 1.118 -0.730
C 0.017040 -0.669970 -6.175205 0.308 1.569 0.467 -0.677
Br 1.390649 0.108299 -7.329920 -0.295 -0.119 -0.423 0.656
H 1.409278 -0.936635 -4.574613 0.400 0.106 -0.087 0.021
H 0.735760 0.763278 -4.586290 -0.324 -1.574 -0.648 0.055
H -0.957639 -0.190171 -6.353084 0.560 -0.402 -0.275 0.015
H 0.053447 -1.720240 -6.309524 -0.301 -0.898 -0.382 0.044
Br -5.482201 1.221334 0.658615 0.350 -0.121 0.079 0.645
C -5.074126 -0.438797 -0.255451 -1.144 -0.347 -0.799 -0.736
C -3.654060 -0.681448 -0.640602 0.166 0.791 0.424 -0.691
Br -3.525968 -2.420050 -1.540522 0.039 0.556 0.144 0.624
H -5.691592 -0.393148 -1.147405 -0.019 -0.032 -0.110 0.024
H -5.472493 -1.226456 0.348707 -0.121 -0.388 0.547 0.033
H -3.036728 -0.724559 0.249885 0.320 -0.159 -0.057 0.013
H -3.352050 0.161458 -1.269597 0.382 -0.577 -0.233 -0.006
Br -0.188046 0.966041 5.328680 -0.440 0.160 -0.205 0.621
C -1.696721 1.399813 4.120377 0.917 0.677 -0.919 -0.665
C -2.844695 2.021969 4.863020 -0.495 -0.841 0.161 -0.659
Br -4.154441 2.834171 3.617665 0.702 -0.073 0.456 0.590
H -1.902299 0.460313 3.609945 -0.293 0.176 0.066 0.022
H -1.283559 2.132512 3.398846 -0.100 -0.535 0.356 0.049
H -2.479291 2.760878 5.576407 -0.370 0.046 -0.183 0.053
H -3.419519 1.222183 5.345074 0.153 0.485 0.202 0.055
Br 3.769867 4.405329 -5.223730 -0.012 -0.927 0.183 0.627
C 3.636033 2.436253 -4.984342 0.345 -0.627 -0.105 -0.654
C 5.006454 1.809581 -4.655720 -0.086 3.093 0.528 -0.769
Br 5.048624 -0.070299 -4.657194 -0.105 -0.661 -0.262 0.666
H 3.189264 2.029651 -5.892095 0.182 0.207 0.021 0.006
H 2.984407 2.227005 -4.158801 -0.605 0.275 0.391 0.024
H 5.273889 2.139917 -3.624221 -0.069 -0.307 -0.783 0.030
H 5.688529 2.336980 -5.341818 0.303 -1.050 0.157 0.057
Br -4.829360 -5.995665 1.877426 0.744 -0.310 -0.171 0.615
C -3.111314 -6.631140 1.122017 0.677 -0.241 0.048 -0.661
C -2.023915 -5.574983 1.336839 -0.793 0.555 0.259 -0.712
Br -0.240140 -6.283559 0.839318 -0.814 0.330 0.093 0.595
H -3.289370 -6.789081 0.062718 -0.085 0.173 -0.028 0.003
H -2.809109 -7.605337 1.529405 -0.496 0.403 0.324 0.059
H -1.958567 -5.211078 2.388276 0.090 -0.518 -0.814 -0.015
H -2.294648 -4.709215 0.704081 0.634 -0.373 0.188 0.009
Br -3.713200 -2.200174 3.230153 -0.078 -0.134 -0.299 0.621
C -4.240369 -3.318006 4.723742 -0.609 0.275 0.709 -0.745
C -5.747690 -3.508004 4.844604 1.119 1.291 1.029 -0.666
Br -5.990702 -4.452162 6.539380 -0.239 0.292 -0.101 0.642
H -3.897995 -2.741475 5.594867 -0.035 -0.471 -0.286 0.048
H -3.768314 -4.284429 4.688367 0.505 -0.103 -0.272 0.012
H -6.236624 -4.097060 4.142226 -0.336 -1.185 -1.448 0.005
H -6.220473 -2.533757 4.816645 -0.296 0.081 0.584 0.060
Br 1.974957 1.101653 -0.481342 0.173 -0.018 -0.246 0.648
C 0.803335 0.011107 0.579223 -1.670 -0.427 -0.350 -0.703
C 0.648165 -1.423207 0.041200 -0.679 1.073 -0.402 -0.641
Br -0.601537 -2.342672 1.200358 -0.181 -0.023 0.064 0.704
H -0.211214 0.478529 0.569126 0.865 -0.142 -0.114 0.016
H 1.156841 0.065950 1.596408 0.294 -0.277 0.241 0.041
H 1.531324 -1.996468 0.071519 1.189 -0.503 0.184 0.015
H 0.250868 -1.477908 -0.990621 0.119 0.299 0.713 -0.009
Br 1.418997 -4.128896 -3.649390 -0.084 -0.007 0.317 0.612
C -0.317671 -4.481518 -2.777713 0.741 -1.760 -0.270 -0.662
C -0.849257 -5.774982 -3.428503 -1.204 2.227 0.263 -0.663
Br -2.683587 -6.112420 -2.864128 -0.408 0.038 0.541 0.629
H -0.884375 -3.637006 -3.042312 -0.853 0.933 -0.006 -0.061
H -0.150127 -4.598605 -1.693333 -0.104 0.153 -0.587 0.027
H -0.307596 -6.598375 -3.089022 0.958 -1.365 -0.049 0.028
H -1.051499 -5.664914 -4.488443 0.940 -0.173 -0.069 0.042
Br 4.942969 2.138766 2.062626 0.184 0.184 0.055 0.599
C 5.883220 1.162067 0.671001 0.457 -0.130 0.584 -0.779
C 6.885376 1.995543 -0.091625 -0.484 1.329 -0.655 -0.646
Br 7.594667 0.768029 -1.464793 -0.035 0.463 0.179 0.638
H 5.100326 0.763314 0.050129 -0.198 0.054 -0.401 -0.005
H 6.386458 0.323968 1.157164 -0.107 0.159 0.083 0.037
H 7.733189 2.418046 0.480309 -0.519 -0.641 -0.137 0.070
H 6.391361 2.879820 -0.605887 0.615 -1.260 0.423 0.019
Br 1.145496 4.737774 2.105458 -0.794 0.155 -0.493 0.685
C 1.919350 4.325145 3.794698 1.627 0.262 0.601 -0.756
C 1.334267 5.026581 4.988149 -1.259 -0.638 0.001 -0.702
Br 2.352907 4.622249 6.586677 0.054 0.037 -0.155 0.639
H 2.985065 4.595546 3.629611 -0.687 -0.401 0.477 0.056
H 1.796786 3.282568 3.998313 0.235 -0.784 -0.376 0.020
H 0.308303 4.668578 5.190923 0.531 0.056 -0.128 0.058
H 1.265827 6.073637 4.866122 0.240 1.161 0.007 0.038
```
Positions in Å, forces in eV/Å.